Molecular formula: C3H4NO5P
Method: DFT, ωB97M-V/def2-TZVPD

XYZ file:
```
14
Properties=species:S:1:pos:R:3:forces:R:3:lowdin_charge:R:1
C -0.356 -1.139 0.607 0.6 2.2 3.6 -0.5087
C 0.727 0.689 -0.662 1.8 1.5 3.3 -0.1879
C 0.431 0.969 1.725 1.8 1.3 -2.4 0.0144
N 0.347 0.175 0.504 -0.3 -0.6 -0.7 0.0114
O -0.537 -1.554 1.733 0.3 0.1 -1.9 0.1486
O -0.405 -1.949 -2.928 0.2 -1.0 -1.2 -0.2041
O -0.720 -1.590 -0.503 -1.1 -1.6 -1.9 0.0459
O 0.640 0.095 -1.726 -0.6 -0.5 -2.4 0.0257
O -1.893 0.121 -2.109 0.7 -1.0 0.3 -0.2327
P -0.854 -0.919 -2.046 -0.2 1.8 1.0 0.4166
H 1.334 1.668 -0.529 -1.1 -1.4 -0.7 0.1986
H -0.331 0.618 2.277 -2.8 -0.6 2.2 0.0519
H 1.338 0.823 2.294 0.4 0.0 -0.2 0.1090
H 0.278 1.993 1.363 0.2 -0.1 0.9 0.1113
```
Forces are in eV/Å.

Calculated values
Energy above the lowest of the compared OMol25 structures with the same formula, charge and spin = 0.000 eV
E_LUMO = -0.65 eV
Molar mass = 165.04 g/mol
Calculated total energy = -889.11365 Eh
Multiplicity = 1
Kohn-Sham gap = 10.619 eV

***

Molecular formula: C3H4NOS
Method: DFT, ωB97M-V/def2-TZVPD

XYZ file:
```
10
Properties=species:S:1:pos:R:3:forces:R:3:mulliken_spin:R:1
C 0.119 -0.429 -0.574 1.2 3.4 -1.8 0.0382
C 0.859 0.662 -1.187 -2.2 0.0 3.0 -0.0286
C -0.672 -0.068 0.569 -0.5 -1.1 -0.6 -0.0223
N 1.829 0.746 -1.987 1.4 -0.1 -2.0 0.5081
O 2.627 0.683 -2.826 0.1 -0.7 -0.1 0.4409
S -2.410 -0.268 -0.030 0.7 0.2 -0.1 0.9888
H 0.172 -1.381 -0.985 0.1 -1.9 -0.4 0.0011
H 0.730 1.651 -0.728 -0.5 -0.3 0.3 0.0520
H -0.598 -0.976 1.186 -0.1 0.6 1.0 0.0317
H -0.410 0.928 0.906 -0.3 -0.2 0.8 -0.0099
```
Forces are in eV/Å.

Calculated values
Energy above the lowest of the compared OMol25 structures with the same formula, charge and spin = 1.624 eV
E_LUMO (spin up / spin down) = -7.56 / -7.38 eV
Molar mass = 102.14 g/mol
<S²> = 2.01
Calculated total energy = -644.38469 Eh
Multiplicity = 3
Kohn-Sham gap (spin up / spin down) = 6.822 / 7.046 eV
Net charge = +1

***

Molecular formula: C3H4NP
Method: DFT, ωB97M-V/def2-TZVPD

XYZ file:
```
9
Properties=species:S:1:pos:R:3:forces:R:3:lowdin_charge:R:1
C 1.137 -0.542 -0.230 0.7 3.9 0.5 -0.1100
C 0.015 -1.194 -0.315 -1.1 -1.3 -0.4 -0.4172
C -0.347 1.434 -0.006 -3.4 -1.5 -0.2 -0.4932
N 0.862 1.246 -0.058 3.2 -3.2 -0.1 -0.0051
P -1.526 -0.114 -0.120 1.4 0.4 1.2 0.8282
H 2.181 -0.921 -0.177 -0.9 0.8 -0.3 0.0854
H 0.100 -2.301 -0.632 -0.7 1.8 0.9 0.0880
H -0.922 2.375 0.155 1.0 -0.3 -0.2 0.0650
H -1.500 0.017 1.383 -0.2 -0.6 -1.4 -0.0411
```
Forces are in eV/Å.

Calculated values
Energy above the lowest of the compared OMol25 structures with the same formula, charge and spin = 1.985 eV
E_LUMO = 0.65 eV
Molar mass = 85.05 g/mol
Calculated total energy = -512.70295 Eh
Multiplicity = 1
Kohn-Sham gap = 9.566 eV
SMILES string = C1=NC=[PH]=C1

***

Molecular formula: C3H4NS
Method: DFT, ωB97M-V/def2-TZVPD

XYZ file:
```
9
Properties=species:S:1:pos:R:3:forces:R:3:lowdin_charge:R:1
C -0.291 -1.136 -0.380 -5.4 0.8 -2.4 -0.1859
C 1.017 -1.543 -0.148 3.6 1.6 1.8 -0.1938
C 0.389 0.954 0.384 -2.2 -1.8 -0.1 -0.3817
N -0.749 0.069 -0.065 4.4 -1.8 1.3 0.1016
S 1.788 -0.077 0.473 -0.6 -2.8 -1.4 1.1157
H -1.084 -1.757 -1.004 1.8 0.9 1.5 0.1914
H 0.330 1.683 -0.340 0.7 1.9 -2.1 0.0979
H 0.290 1.508 1.272 -0.7 0.3 1.7 0.1018
H -1.689 0.300 -0.190 -1.8 0.9 -0.2 0.1530
```
Forces are in eV/Å.

Calculated values
Energy above the lowest of the compared OMol25 structures with the same formula, charge and spin = 2.763 eV
E_LUMO (spin up / spin down) = -7.50 / -7.50 eV
Molar mass = 86.14 g/mol
Calculated total energy = -569.24600 Eh
Multiplicity = 1
Kohn-Sham gap (spin up / spin down) = 7.308 / 7.309 eV
Net charge = +1

***

Molecular formula: C3H4O
Method: DFT, ωB97M-V/def2-TZVPD

XYZ file:
```
8
Properties=species:S:1:pos:R:3:forces:R:3:lowdin_charge:R:1
O -1.519 1.201 -0.034 -0.4 0.5 -0.6 -0.0093
C -0.990 -0.021 0.269 -0.5 -0.1 0.4 -0.2340
C 0.279 -0.236 0.156 -0.7 1.1 1.1 -0.1810
C 1.476 -0.496 -0.261 -1.4 -0.7 0.2 0.0051
H -0.764 1.774 -0.233 -0.4 0.0 0.0 0.1011
H -1.692 -0.783 0.559 -0.2 0.2 0.6 0.1157
H 0.908 -1.340 -0.821 3.3 0.4 -0.7 0.1245
H 2.302 -0.099 0.364 0.1 -1.4 -0.9 0.0779
```
Forces are in eV/Å.

Calculated values
Energy above the lowest of the compared OMol25 structures with the same formula, charge and spin = 2.955 eV
E_LUMO = 0.74 eV
Molar mass = 56.06 g/mol
Calculated total energy = -191.80140 Eh
Multiplicity = 1
Kohn-Sham gap = 9.031 eV
SMILES string = C=C=CO

***

Molecular formula: C3H4O
Method: DFT, ωB97M-V/def2-TZVPD

XYZ file:
```
8
Properties=species:S:1:pos:R:3:forces:R:3:lowdin_charge:R:1
C -0.071 -0.091 0.044 3.3 -0.4 0.6 -0.0467
C -1.234 -0.311 0.108 -0.6 0.6 0.1 -0.2272
C 1.468 0.026 0.098 -4.8 -0.3 -0.1 -0.0537
O -2.533 -0.212 0.137 -1.2 0.5 -1.3 0.0450
H 1.821 -0.879 -0.256 1.3 -1.6 -0.5 0.0463
H 1.585 0.795 -0.573 1.3 1.8 -1.5 0.0390
H 1.714 0.290 1.073 0.9 0.3 1.5 0.0520
H -2.749 0.381 -0.630 -0.1 -0.8 1.1 0.1453
```
Forces are in eV/Å.

Calculated values
Energy above the lowest of the compared OMol25 structures with the same formula, charge and spin = 1.799 eV
E_LUMO = 0.61 eV
Molar mass = 56.06 g/mol
Calculated total energy = -191.84387 Eh
Multiplicity = 1
Kohn-Sham gap = 9.680 eV
SMILES string = CC#CO